# 1
Entry from OMol25: C26H31N9O3SW as an isolated structure (wB97M-V/def2-TZVPD).

Geometry as XYZ:
```
71
C26H31N9O3SW, DFT wB97M-V/def2-TZVPD
W -0.959 -0.676 -0.148
N -3.090 -1.148 3.803
C -2.618 -0.853 2.603
S -1.125 -1.704 2.079
N -3.213 0.017 1.857
N -2.720 0.264 0.600
C -3.475 1.118 -0.064
C -3.347 1.503 -1.425
C -4.272 2.403 -1.982
C -4.199 2.751 -3.316
C -3.215 2.190 -4.127
C -2.286 1.295 -3.603
C -2.351 0.970 -2.268
O -1.456 0.121 -1.681
H -2.669 -1.840 4.401
H -3.932 -0.690 4.126
H -4.307 1.526 0.504
H -5.054 2.809 -1.351
H -4.910 3.451 -3.734
H -3.176 2.446 -5.178
H -1.522 0.859 -4.235
C 2.734 -3.475 -1.683
N 1.372 -4.017 -1.802
C 1.248 -5.386 -2.338
C 0.326 -3.335 -1.397
N 0.425 -2.099 -0.862
N -0.903 -3.934 -1.543
C -2.167 -3.456 -1.280
N -3.158 -4.282 -1.579
N -2.354 -2.258 -0.771
H 3.370 -3.970 -2.409
H 3.140 -3.671 -0.689
H 2.774 -2.409 -1.910
H 2.237 -5.766 -2.563
H 0.681 -5.392 -3.272
H 0.811 -6.070 -1.607
H 1.408 -1.844 -0.795
H -0.867 -4.873 -1.906
H -3.013 -5.198 -1.976
H -4.124 -4.041 -1.415
H -3.345 -2.084 -0.666
C 4.335 3.742 2.197
O 3.223 2.822 2.247
C 3.429 1.547 1.919
C 4.558 1.086 1.237
C 4.731 -0.259 0.982
C 3.787 -1.195 1.403
C 2.674 -0.769 2.096
C 2.480 0.591 2.346
N 1.413 0.971 3.215
C 0.574 1.951 3.086
C 0.274 2.650 1.842
C 0.071 4.030 1.873
C -0.125 4.750 0.707
C -0.125 4.101 -0.521
C 0.000 2.721 -0.574
C 0.165 1.997 0.598
O 0.098 0.614 0.516
H 3.981 4.658 2.660
H 4.628 3.946 1.168
H 5.184 3.354 2.760
H 5.316 1.794 0.932
H 5.631 -0.589 0.480
H 3.958 -2.251 1.237
H 1.952 -1.475 2.492
H 1.405 0.474 4.103
H 0.034 2.253 3.978
H 0.125 4.543 2.826
H -0.263 5.822 0.754
H -0.230 4.671 -1.434
H 0.017 2.201 -1.522
```

Max |F|: 3.53 eV/Å
Orbital gap: 5.0 eV
Energy relative to the best compared isomer or geometry (same formula, charge and spin): 60.8 kJ/mol
Net charge: +4
Lowest unoccupied orbital energy: -0.4969 Ha
E_tot: -59642.848 eV

Results of the Löwdin charge analysis, in e, for atoms 1 through 4: 1.7135, 0.1510, -0.7628, 0.6768

# 2
Entry from OMol25: a 2-piece molecular cluster, C26H31O2Si overall (wB97M-V/def2-TZVPD).

Geometry as XYZ:
```
60
C26H31O2Si, DFT wB97M-V/def2-TZVPD
C 2.729 2.883 2.834
Si 1.130 3.681 2.263
C 0.458 4.734 3.656
C 1.566 4.805 0.826
C -0.135 2.363 1.845
C 0.011 1.213 2.493
O -1.181 2.540 0.935
C -1.242 3.726 0.156
C -0.659 3.757 -1.112
C -0.689 4.906 -1.869
C -1.310 6.040 -1.381
C -1.908 6.021 -0.135
C -1.877 4.876 0.629
H 3.472 3.655 3.019
H 2.578 2.324 3.753
H 3.111 2.209 2.071
H 1.164 5.528 3.879
H -0.493 5.182 3.382
H 0.313 4.133 4.550
H 2.442 5.399 1.074
H 1.782 4.222 -0.066
H 0.745 5.485 0.615
H -0.676 0.405 2.335
H 0.799 1.064 3.203
H -0.161 2.871 -1.467
H -0.212 4.928 -2.836
H -1.332 6.939 -1.974
H -2.386 6.909 0.245
H -2.326 4.852 1.606
C 2.688 -2.599 -5.658
O 2.185 -1.492 -4.952
C 1.564 -1.816 -3.761
C 0.959 -0.775 -3.031
C 0.267 -1.016 -1.881
C 0.123 -2.331 -1.376
C -0.690 -2.543 -0.245
C -1.158 -3.766 0.314
C -1.749 -3.743 1.591
C -2.154 -4.902 2.207
C -1.997 -6.138 1.591
C -2.417 -7.384 2.284
C -1.480 -6.171 0.300
C -1.092 -5.015 -0.336
C 0.824 -3.359 -2.058
C 1.495 -3.114 -3.221
H 3.177 -2.246 -6.566
H 3.423 -3.120 -5.043
H 1.864 -3.262 -5.932
H 1.032 0.222 -3.425
H -0.205 -0.203 -1.357
H -1.008 -1.651 0.267
H -1.863 -2.799 2.096
H -2.599 -4.868 3.186
H -2.048 -8.264 1.755
H -2.027 -7.415 3.303
H -3.505 -7.444 2.338
H -1.382 -7.121 -0.197
H -0.806 -5.058 -1.370
H 0.893 -4.333 -1.612
H 1.968 -3.927 -3.743
```

Max |F|: 2.89 eV/Å
Orbital gap: 5.6 eV
Energy relative to the best compared isomer or geometry (same formula, charge and spin): 175.3 kJ/mol
Net charge: +1
Lowest unoccupied orbital energy: -0.1986 Ha
E_tot: -39430.364 eV

Results of the natural (NBO) charge analysis, in e, for atoms 1 through 4: -1.1026, 1.5807, -1.1066, -1.1093

# 3
Entry from OMol25: a 2-piece molecular cluster, C26H32BBrNO overall (wB97M-V/def2-TZVPD).

Geometry as XYZ:
```
62
C26H32BBrNO, DFT wB97M-V/def2-TZVPD
C 6.295 0.453 -3.363
O 5.600 1.173 -2.318
C 4.312 0.849 -2.036
C 3.664 1.641 -1.057
C 2.315 1.491 -0.841
C 1.554 0.548 -1.572
C 0.119 0.559 -1.516
C -0.745 -0.564 -1.824
C -2.081 -0.068 -2.037
C -3.096 -0.903 -2.488
C -2.796 -2.255 -2.696
C -1.515 -2.761 -2.402
C -0.490 -1.930 -1.945
C -2.063 1.371 -1.824
C -0.708 1.755 -1.505
C -0.389 3.110 -1.433
C -1.396 4.055 -1.656
C -2.714 3.668 -1.959
C -3.058 2.314 -2.044
C 2.246 -0.327 -2.445
C 3.599 -0.188 -2.687
H 7.298 0.886 -3.372
H 6.345 -0.621 -3.127
H 5.805 0.597 -4.338
H 4.248 2.390 -0.525
H 1.818 2.089 -0.082
H -4.083 -0.472 -2.659
H -3.575 -2.912 -3.081
H -1.317 -3.823 -2.563
H 0.499 -2.319 -1.697
H 0.638 3.403 -1.235
H -1.144 5.117 -1.618
H -3.476 4.425 -2.138
H -4.069 1.973 -2.276
H 1.686 -1.088 -2.983
H 4.106 -0.851 -3.393
C -1.217 -3.265 2.873
C -0.319 -2.171 2.316
N -0.624 -0.802 2.907
C -2.083 -0.432 2.656
C -2.360 -0.193 1.183
C -0.358 -0.912 4.403
C -0.651 0.366 5.156
B 0.337 0.272 2.194
Br 2.288 -0.008 2.723
H 0.335 0.122 0.964
H -0.922 -4.219 2.419
H -1.114 -3.389 3.957
H -2.270 -3.091 2.630
H 0.737 -2.362 2.548
H -0.404 -2.086 1.224
H -2.705 -1.243 3.060
H -2.287 0.491 3.210
H -3.411 0.091 1.037
H -1.756 0.634 0.790
H -2.174 -1.077 0.557
H -0.979 -1.735 4.779
H 0.701 -1.192 4.504
H -0.609 0.141 6.229
H 0.093 1.141 4.948
H -1.654 0.754 4.957
H -0.026 1.382 2.509
```

Max |F|: 1.61 eV/Å
Orbital gap: 5.8 eV
Net charge: +1
Lowest unoccupied orbital energy: -0.2010 Ha
E_tot: -101732.308 eV

Results of the natural (NBO) charge analysis, in e, for atoms 1 through 4: -0.2642, -0.4571, 0.4141, -0.2547

# 4
Entry from OMol25: C26H32BF4O2PSb2Sr as an isolated structure (wB97M-V/def2-TZVPD).

Geometry as XYZ:
```
69
C26H32BF4O2PSb2Sr, DFT wB97M-V/def2-TZVPD
Sr 1.582 1.831 -1.161
C -3.058 3.351 -0.796
Sb -1.160 3.442 0.166
C -0.840 5.544 -0.109
C -1.813 3.629 2.228
C -2.928 2.706 2.601
C -4.238 3.127 2.359
C -5.332 2.348 2.689
C -5.130 1.117 3.295
C -3.840 0.690 3.547
C -2.724 1.453 3.198
C -1.371 0.892 3.465
Sb -0.697 -0.709 2.127
C 2.122 0.637 3.350
C -2.238 -0.464 0.645
H -3.618 4.263 -0.595
H -3.614 2.489 -0.432
H -2.887 3.248 -1.866
H -1.715 6.114 0.199
H -0.639 5.733 -1.163
H 0.020 5.865 0.479
H -2.138 4.665 2.324
H -0.928 3.497 2.847
H -4.396 4.101 1.910
H -6.333 2.705 2.488
H -5.973 0.498 3.576
H -3.679 -0.270 4.028
H -1.354 0.404 4.441
H -0.579 1.631 3.463
H 1.587 -0.318 3.497
H 1.414 1.462 3.285
H 3.508 0.115 2.002
H -2.536 -1.435 0.253
H -1.821 0.137 -0.166
H -3.108 0.038 1.065
O 2.679 0.601 1.945
C 1.880 0.073 0.625
O 0.563 0.320 0.863
C 2.320 -1.376 0.453
P 2.774 -1.577 -1.333
C 1.289 -2.339 -2.080
C 1.444 -3.120 -3.228
C 0.339 -3.633 -3.885
C -0.940 -3.363 -3.415
C -1.104 -2.577 -2.287
C 0.004 -2.069 -1.623
C 3.903 -3.019 -1.313
C 5.212 -2.852 -1.753
C 6.111 -3.911 -1.717
C 5.704 -5.145 -1.236
C 4.398 -5.323 -0.795
C 3.503 -4.268 -0.836
H 1.589 -2.124 0.789
H 3.246 -1.576 0.998
H 2.436 -3.336 -3.604
H 0.475 -4.243 -4.769
H -1.804 -3.758 -3.933
H -2.098 -2.349 -1.925
H -0.139 -1.440 -0.754
H 5.526 -1.886 -2.131
H 7.126 -3.772 -2.065
H 6.402 -5.972 -1.207
H 4.079 -6.288 -0.422
H 2.481 -4.415 -0.507
F -0.197 1.009 -2.746
B 0.174 2.045 -3.678
F -0.318 1.832 -4.916
F -0.220 3.263 -3.098
F 1.621 2.051 -3.654
```

Max |F|: 0.78 eV/Å
Orbital gap: 5.8 eV
Energy relative to the best compared isomer or geometry (same formula, charge and spin): 641.7 kJ/mol
Lowest unoccupied orbital energy: -0.0228 Ha
E_tot: -66324.921 eV

Results of the natural (NBO) charge analysis, in e, for atoms 1 through 4: 1.7773, -0.9743, 0.9254, -0.9887